One molecule with the formula C2H4S at a distorted geometry. Source: the Open Molecules 2025 dataset; level of theory: wB97M-V/def2-TZVPD.

Structure (XYZ):
```
7
C2H4S (wB97M-V/def2-TZVPD)
C 0.88 0.71 1.19
C 0.07 -0.21 0.56
H 1.46 0.30 2.02
H 0.33 1.52 1.60
H 1.55 1.02 0.40
H 0.02 -1.18 1.13
S -0.57 -0.29 -0.98
```

Properties
**SMILES**: CC=S
**ΔE to the lowest compared entry with this formula, charge and spin**: 14.31 kcal/mol
**Multiplicity**: 1
**Molecular weight**: 60.1 Da
**HOMO-LUMO gap**: 8.43 eV

Results of the Mulliken charge analysis, in e, for atoms 1 through 5: atom 1 (C): -0.709, atom 2 (C): -0.134, atom 3 (H): 0.285, atom 4 (H): 0.268, atom 5 (H): 0.268